Entry 1:
ORCA calculation (ωB97M-V/def2-TZVPD) on a 4-piece molecular cluster, C16H47N3O5Si2 overall.

Last column: Löwdin charge in e.
Atoms and positions in Å:
H1 3.808 1.215 -1.994  0.068
N1 2.557 -0.596 -0.545  0.048
H2 -1.742 1.029 0.359  0.078
H3 -3.477 4.634 0.224  0.079
H4 -4.158 2.647 2.071  -0.026
C1 3.742 0.248 -2.494  -0.055
H5 -1.590 2.431 5.445  0.068
N2 -0.653 2.361 2.988  0.053
H6 2.330 0.319 -0.169  0.070
H7 -0.740 2.354 -0.216  0.064
O1 -0.010 -0.029 4.565  -0.185
O2 0.754 1.191 -2.016  -0.211
C2 -4.436 4.279 -0.173  -0.302
H8 -1.100 -0.766 6.171  0.089
H9 1.319 2.212 -3.734  0.093
H10 5.427 -6.157 -2.548  0.070
H11 -3.029 1.426 5.217  0.081
H12 5.800 -4.622 -0.105  0.137
C3 -2.954 3.435 -1.867  -0.225
H13 -7.932 0.958 -0.040  -0.066
H14 2.634 -1.565 -2.367  0.109
H15 -6.925 2.159 -1.858  -0.054
H16 0.650 -0.560 6.402  0.087
H17 3.466 -6.372 -0.971  0.064
C4 5.146 -5.003 -0.897  -0.437
H18 6.789 -5.439 -2.041  0.070
H19 4.653 -0.303 -2.263  0.072
H20 0.140 2.353 3.623  0.074
H21 -1.967 -0.578 4.189  0.120
H22 -0.307 2.022 2.097  0.048
H23 -6.305 -0.154 -1.445  -0.066
H24 -5.092 5.153 -0.209  0.082
C5 2.530 -0.535 -2.006  -0.437
H25 -2.227 2.687 0.677  0.038
N3 5.951 -5.908 -1.715  0.038
H26 2.482 -5.420 -2.640  0.075
O3 -5.472 1.577 0.191  -0.515
C6 -1.772 2.033 -0.072  -0.116
H27 0.420 -0.765 -2.311  0.124
H28 4.027 -3.142 -1.018  0.108
H29 4.446 -6.500 0.481  0.076
H30 -0.422 0.854 6.416  0.073
H31 -3.456 1.451 -1.286  0.094
C7 -1.683 1.463 3.507  -0.450
H32 -2.922 3.498 -2.955  0.120
H33 -2.444 1.366 2.725  0.095
O4 4.022 -4.024 -2.889  -0.189
H34 1.246 0.039 -3.660  0.122
H35 0.499 3.149 -2.466  0.082
C8 -1.171 0.042 3.756  -0.203
C9 -2.543 2.043 -1.389  -0.211
C10 2.654 -4.352 -2.800  -0.120
C11 -2.340 2.111 4.720  -0.067
Si1 -5.136 2.964 1.010  0.562
H36 5.549 -3.163 -1.921  0.122
H37 2.169 -3.806 -1.982  0.082
C12 -0.241 -0.121 5.955  -0.110
H38 2.189 -4.063 -3.742  0.089
H39 3.701 0.419 -3.571  0.082
C13 1.196 -0.037 -2.565  -0.195
C14 4.673 -3.760 -1.657  -0.208
Si2 -6.690 1.128 -0.828  0.523
H40 -2.261 4.190 -1.470  0.120
C15 1.228 2.359 -2.652  -0.099
C16 4.025 -5.794 -0.234  -0.068
H41 2.199 2.681 -2.267  0.077
H42 -1.949 1.553 -2.163  0.099
H43 -2.892 2.997 4.408  0.066
H44 -0.886 -0.394 2.795  0.119
H45 1.837 -1.225 -0.204  0.070
H46 -6.386 3.455 1.642  -0.024
H47 3.327 -5.137 0.289  0.079
O5 -4.277 3.810 -1.509  -0.219

**Kohn-Sham gap**: 0.3568 Eh
**HOMO level**: -9.1 eV
**LUMO**: 0.6 eV


Entry 2:
ORCA calculation (ωB97M-V/def2-TZVPD) on C16H48Ag2N9O7 as an isolated structure.

Last column: Löwdin charge in e.
Atoms and positions in Å:
H1 0.750 -2.524 -0.158  0.057
C1 -3.207 -1.112 -5.429  -0.239
C2 -2.506 -1.922 -7.535  -0.084
C3 1.199 -4.307 0.996  -0.431
H2 -0.968 0.056 -4.253  0.087
H3 -1.256 2.792 -2.567  0.064
C4 2.627 -3.858 1.265  -0.245
H4 -0.915 0.018 5.915  0.126
H5 3.736 4.006 -2.380  0.106
H6 -0.323 -5.144 2.020  0.070
H7 4.201 6.154 -1.707  0.107
N1 3.415 3.780 -1.457  0.181
H8 1.337 -2.031 6.062  0.134
H9 0.379 -2.411 1.514  0.071
H10 -1.151 1.775 -0.539  0.049
H11 4.931 -2.745 -0.808  0.087
H12 -0.541 -1.015 8.001  0.067
H13 3.865 6.604 -0.057  0.119
C5 -2.456 2.181 0.943  -0.625
N2 0.230 5.578 -2.436  0.149
H14 0.899 -4.567 3.026  0.060
H15 -1.728 0.198 -2.608  0.038
H16 -1.677 -2.434 -8.017  0.089
H17 -2.539 -0.932 -8.014  0.091
H18 3.174 2.837 -1.200  0.088
O1 0.390 -0.361 4.343  -0.194
H19 -1.701 -2.326 5.596  0.085
H20 0.462 0.947 2.793  0.020
H21 0.205 3.272 -3.303  0.091
H22 -2.751 1.083 -0.769  0.100
H23 3.210 -4.701 1.655  0.130
N3 3.762 5.968 -0.826  0.178
N4 -2.303 -2.308 -3.477  0.046
H24 0.061 0.350 -1.003  0.040
H25 -1.318 -2.247 -3.221  0.068
C6 -0.203 0.710 3.629  -0.119
N5 0.154 -1.694 7.708  0.029
H26 0.089 6.538 -2.166  0.109
H27 -0.580 -2.778 4.486  0.059
O2 -1.704 2.767 1.742  -0.061
H28 -1.151 0.356 3.211  0.096
N6 -3.727 1.898 1.316  0.176
O3 1.364 1.511 0.255  -0.507
N7 0.670 -5.024 2.153  0.032
H29 1.056 5.288 -2.916  0.077
H30 -3.472 -2.399 -7.700  0.091
H31 0.682 0.344 6.379  0.128
H32 -3.945 2.000 2.292  0.117
H33 1.402 1.195 -1.772  0.055
O4 -2.012 5.180 -2.066  0.039
H34 -3.985 -1.888 -5.545  0.126
C7 -1.893 0.134 -3.687  -0.072
C8 -2.852 -1.041 -3.956  -0.432
H35 4.385 -1.881 0.740  0.075
C9 0.112 -0.332 5.724  -0.233
O5 3.154 -3.224 0.141  -0.214
C10 3.127 4.794 -0.607  -0.662
H36 -3.742 -0.212 -5.760  0.133
H37 1.177 -5.083 0.225  0.141
C11 0.312 -3.098 0.663  -0.056
N8 -0.633 3.537 -2.826  0.159
C12 4.543 -2.818 0.201  -0.053
C13 1.087 0.692 -0.840  -0.310
O6 2.489 4.600 0.442  -0.085
H38 -0.209 -2.583 8.035  0.069
H39 -0.405 1.612 4.211  0.092
H40 5.089 -3.563 0.782  0.087
H41 -2.445 1.055 -3.899  0.077
H42 2.597 -3.148 2.113  0.123
H43 -4.398 1.466 0.713  0.107
H44 -0.727 -3.353 0.468  0.076
C14 -0.905 4.802 -2.423  -0.681
C15 -0.680 -2.724 5.576  -0.061
N9 -2.104 1.634 -0.245  0.192
H45 -3.758 -0.792 -3.392  0.128
O7 -2.136 -1.588 -6.200  -0.198
H46 -0.625 -3.750 5.936  0.080
C16 0.293 -1.766 6.238  -0.425
Ag1 0.513 3.551 1.281  0.769
Ag2 2.889 1.432 2.147  0.811
H47 1.740 -0.189 -0.830  0.063
H48 -2.127 -2.826 -4.345  0.070

**Kohn-Sham gap**: 0.2233 Eh
**Total charge**: +1
**HOMO level**: -10.8 eV
**LUMO**: -4.7 eV


Entry 3:
ORCA calculation (ωB97M-V/def2-TZVPD) on C16H48BF4KO8 as an isolated structure.

Last column: Löwdin charge in e.
Atoms and positions in Å:
H1 2.305 -0.091 -0.848  0.047
H2 -4.380 3.649 2.067  0.087
H3 4.254 0.369 0.510  0.118
C1 -2.519 1.626 -2.137  -0.057
H4 -0.141 -3.541 4.487  0.064
H5 -3.391 -4.261 3.143  0.084
H6 6.217 0.939 -0.803  0.073
H7 -4.003 -2.724 3.663  0.075
H8 2.967 2.728 -2.571  0.110
C2 -3.120 1.149 -3.463  -0.279
K1 -0.536 -1.520 -2.908  0.924
H9 -4.207 1.076 -3.473  0.118
F1 0.726 -0.074 1.286  0.199
H10 1.572 2.801 0.597  0.066
C3 5.403 0.528 -1.401  -0.059
H11 -1.455 1.394 -2.078  0.052
H12 4.259 -3.040 -1.161  0.068
O1 3.181 -0.209 -1.223  -0.100
H13 1.390 2.780 -2.087  0.092
C4 1.971 2.783 -3.010  -0.329
O2 -2.953 -1.489 1.456  -0.086
H14 1.067 -0.795 2.779  0.035
H15 -1.909 -3.294 1.471  0.122
C5 4.098 0.592 -0.545  -0.284
F2 -0.147 -1.484 -0.129  0.164
H16 -3.463 1.494 1.213  0.142
H17 -2.889 1.851 -4.264  0.116
H18 -0.578 1.525 1.491  0.034
F3 -1.241 0.329 0.366  0.165
C6 -0.490 3.440 1.025  -0.293
H19 3.701 -4.274 -0.113  0.073
H20 1.711 -2.933 -0.461  0.091
H21 2.605 -1.736 -2.277  0.045
H22 5.402 1.009 -2.379  0.071
O3 -2.604 -0.121 -3.833  -0.178
H23 1.046 -4.657 3.889  0.073
H24 1.204 4.434 0.156  0.081
C7 1.310 -2.711 3.059  -0.307
H25 2.356 -2.791 2.761  0.112
O4 2.108 -2.537 -2.460  -0.134
C8 3.591 -3.901 -1.131  -0.048
C9 2.157 -3.376 -1.352  -0.333
C10 0.909 -3.624 4.208  -0.086
O5 -0.655 2.372 1.936  -0.053
C11 1.691 1.628 -3.912  -0.071
F4 0.590 0.479 -0.879  0.172
H26 -2.988 -0.389 -4.672  0.097
C12 0.997 3.673 0.908  -0.069
H27 -5.682 2.765 1.308  0.095
H28 1.329 4.083 1.862  0.087
H29 1.498 -3.426 5.104  0.079
B1 -0.008 -0.174 0.151  -1.540
C13 -3.634 -3.259 2.788  -0.074
H30 -3.099 1.741 2.892  0.186
H31 -3.993 -0.262 2.357  0.084
H32 -0.965 4.374 1.325  0.118
H33 -2.232 -1.022 1.029  0.050
H34 -0.889 3.178 0.045  0.096
H35 3.820 -4.689 -1.848  0.080
H36 -2.540 2.692 -1.911  0.087
O6 -4.593 0.445 2.605  0.251
C14 -2.427 -2.609 2.143  -0.280
O7 1.746 4.007 -3.677  -0.054
H37 3.765 1.629 -0.570  0.095
C15 -4.972 2.736 2.135  -0.021
H38 -5.580 2.837 3.034  0.094
H39 0.727 -2.990 2.181  0.086
H40 5.670 -0.502 -1.638  0.066
H41 2.218 1.634 -4.866  0.092
H42 -2.932 1.021 -1.330  0.066
H43 1.485 -4.220 -1.504  0.113
C16 -3.925 1.603 2.194  -0.165
H44 -1.740 -2.334 2.944  0.110
H45 0.798 4.115 -3.780  0.081
H46 0.611 1.577 -4.055  0.065
H47 -4.484 -3.310 2.108  0.081
O8 0.939 -1.398 3.515  -0.087
H48 1.969 0.686 -3.439  0.054

**Spin multiplicity**: 2
**Kohn-Sham gap (spin up / spin down)**: 0.3383 / 0.1164 Eh
**Total charge**: +1
**HOMO level (spin up / spin down)**: -11.9 / -11.9 eV
**LUMO (spin up / spin down)**: -2.6 / -8.7 eV